Record 1
Formula: C49H62NO4PRbSSe
Source: the OMol25 dataset
Level of theory: ωB97M-V/def2-TZVPD

E, eV: -147626.1864
Kohn-Sham gap, eV: 5.26
Maximum force, eV Å⁻¹: 1.4
Charge: -1

Structure (XYZ):
```
120
Properties=species:S:1:pos:R:3:lowdin_charge:R:1
Rb 0.40 -0.34 0.23 0.97
Se 1.06 -0.74 -2.76 1.02
S 0.23 -3.47 0.65 0.76
P -2.32 -0.31 2.01 1.09
O 1.36 -2.59 1.18 -0.68
O 1.05 2.00 1.94 -0.07
O 2.04 1.29 -0.64 -0.35
O -1.72 -0.20 -1.47 -0.28
N 0.08 1.20 2.50 -0.12
C -0.39 0.40 -3.35 -0.39
C -2.05 -0.27 3.87 -0.27
C -1.01 2.92 -6.17 -0.56
C -2.69 1.12 -3.21 -0.09
C -2.45 1.90 -4.34 -0.02
C -3.76 -2.64 1.86 -0.11
C -5.15 -0.71 1.73 -0.09
C -6.27 -1.52 1.58 -0.08
C -4.15 1.09 -2.69 -0.52
C 4.60 0.66 -6.54 -0.07
C -2.34 2.23 0.80 -0.10
C 5.08 1.64 -5.46 -0.56
C -0.21 1.17 -4.48 -0.07
C 3.84 2.31 -1.88 -0.08
C 4.53 2.33 -3.08 -0.01
C -2.74 -0.98 6.10 -0.09
C -1.75 -0.24 6.68 -0.09
C 4.15 4.75 -1.38 -0.05
C 4.30 3.32 -0.81 -0.53
C 4.93 3.06 -6.02 -0.05
C 2.50 0.52 -2.83 -0.43
C -2.89 -0.99 4.71 -0.09
C 2.76 1.38 -1.72 -0.39
C 0.41 2.85 -6.72 -0.08
C 0.08 -4.78 1.83 -0.26
C -1.01 0.48 4.48 -0.19
C -2.71 3.56 0.67 -0.08
C -3.75 2.04 2.74 -0.10
C -4.12 3.37 2.60 -0.08
C -1.27 4.37 -5.73 -0.06
C 0.93 -4.36 -0.71 -0.25
C -3.88 -1.25 1.89 -0.38
C -2.87 1.45 1.83 -0.36
C 3.24 0.59 -4.00 -0.10
C 5.78 3.07 -0.48 -0.06
C -6.13 -2.90 1.60 -0.09
C -4.87 -3.46 1.74 -0.09
C -1.61 0.40 -2.60 -0.43
C -1.22 1.98 -4.98 -0.19
C -4.63 2.50 -2.34 -0.04
C -3.61 4.13 1.55 -0.08
C 0.01 1.30 3.76 -0.08
C 4.27 1.51 -4.17 -0.19
C 6.56 1.36 -5.19 -0.06
C 3.53 3.30 0.51 -0.07
C -4.37 0.22 -1.45 -0.07
C -5.05 0.52 -3.80 -0.06
C -0.89 0.49 5.87 -0.05
C -1.98 2.57 -7.30 -0.06
H 0.76 1.15 -4.96 0.08
H -3.90 5.17 1.44 0.10
H 0.65 1.85 -7.09 0.08
H 1.08 -5.18 2.02 0.06
H -2.77 -3.09 1.92 0.09
H 6.71 0.36 -4.79 0.09
H 2.98 -0.09 -4.80 0.08
H 5.34 3.06 -3.18 0.09
H -1.60 1.83 0.12 0.09
H 6.42 3.16 -1.35 0.07
H -7.24 -1.07 1.44 0.10
H -0.10 1.09 6.31 0.11
H -3.82 0.59 -0.59 0.05
H -4.03 2.94 -1.54 0.06
H -4.81 3.81 3.31 0.10
H 4.71 -0.38 -6.22 0.08
H -3.69 -1.57 4.28 0.09
H 3.99 4.05 1.17 0.08
H -1.84 3.25 -8.15 0.08
H 1.04 -3.66 -1.53 0.03
H 5.20 0.80 -7.44 0.08
H 6.12 3.80 0.27 0.08
H -5.03 1.13 -4.70 0.07
H -7.00 -3.54 1.48 0.10
H 5.30 3.81 -5.31 0.07
H 2.48 3.55 0.39 0.08
H 3.55 0.83 -6.80 0.08
H -3.44 -1.56 6.70 0.10
H -1.83 1.55 -7.64 0.09
H 4.74 4.90 -2.28 0.07
H 0.28 -5.18 -1.00 0.06
H 3.57 2.33 1.00 0.08
H 1.17 1.69 1.01 -0.01
H 1.16 3.10 -5.96 0.08
H -4.75 -0.49 -4.08 0.09
H -2.29 4.14 -0.14 0.11
H 0.53 3.55 -7.55 0.08
H -5.67 2.47 -2.00 0.08
H 7.15 1.46 -6.11 0.08
H -0.59 -5.56 1.45 0.06
H 1.91 -4.72 -0.38 0.07
H -5.44 0.23 -1.22 0.08
H -3.02 2.66 -6.97 0.07
H -3.27 2.49 -4.73 0.09
H -1.63 -0.21 7.76 0.10
H 5.91 2.07 -0.07 0.09
H -1.13 5.06 -6.57 0.08
H -0.34 -4.37 2.74 0.05
H -4.58 3.18 -3.20 0.07
H -2.29 4.49 -5.35 0.07
H 3.89 3.29 -6.23 0.08
H -6.09 0.48 -3.45 0.07
H -0.58 4.66 -4.93 0.09
H -4.74 -4.54 1.74 0.10
H -5.28 0.37 1.69 0.10
H -4.05 -0.81 -1.60 0.09
H 3.10 4.95 -1.62 0.09
H 6.96 2.07 -4.46 0.07
H -4.14 1.47 3.57 0.11
H 5.51 3.17 -6.94 0.08
H 4.48 5.48 -0.64 0.08
H 0.68 1.95 4.31 0.13
```

Record 2
Formula: C28H41BrEuN2P2S
Source: the OMol25 dataset
Level of theory: ωB97M-V/def2-TZVPD

E, eV: -151446.4506
Spin multiplicity: 8
Kohn-Sham gap (alpha / beta), eV: 4.98 / 2.80
Maximum force, eV Å⁻¹: 3.9
Charge: +2

Structure (XYZ):
```
76
Properties=species:S:1:pos:R:3:mulliken_spin:R:1
Eu -2.13 2.55 1.62 5.08
Br -1.93 -0.33 1.86 0.03
S 1.95 3.00 4.51 0.00
P -2.83 -3.30 -1.24 0.64
P 2.49 -0.98 0.98 0.00
N -1.23 6.85 -4.71 0.05
N -0.40 2.43 3.58 0.01
C -4.77 -3.69 0.78 0.02
C 0.09 1.27 4.21 -0.01
C 2.86 -1.75 -0.58 0.01
C -1.35 6.68 -2.32 0.07
C 1.63 1.72 0.93 -0.03
C -1.81 4.75 -3.70 0.07
C 0.48 3.44 3.69 0.00
C -3.27 -1.66 -3.40 0.02
C -3.37 -3.14 0.50 0.08
C -1.56 5.56 -4.83 -0.02
C -1.75 4.47 -1.24 0.54
C -0.36 2.43 -0.26 0.23
C -1.11 7.40 -3.50 -0.02
C 3.96 -0.20 1.65 0.00
C 5.14 -1.11 1.93 0.00
C -2.99 -1.59 -1.89 0.05
C 1.38 0.38 0.58 0.15
C -0.68 1.07 -0.50 0.12
C -0.99 -3.50 -1.06 0.06
C -1.31 3.47 -0.63 -0.28
C -1.69 5.32 -2.41 -0.05
C 1.36 1.38 4.74 0.00
C 1.64 -1.96 2.20 0.02
C 2.12 -3.39 2.47 0.01
C 0.75 2.72 0.55 0.12
C -0.60 -4.96 -1.35 0.02
C 0.22 0.08 -0.13 -0.05
C 3.27 -0.71 -1.62 0.00
H 5.46 -1.68 1.05 0.00
H 3.18 -3.55 2.26 0.00
H -2.38 -1.97 -3.95 0.00
H -0.54 0.39 4.21 0.00
H 3.23 -1.13 -2.62 0.00
H -1.10 -5.33 -2.26 0.00
H 4.92 -1.82 2.73 0.00
H 2.60 0.16 -1.64 0.00
H 0.58 -1.93 1.93 -0.01
H -0.82 8.46 -3.45 0.00
H -2.08 -1.01 -1.68 0.05
H -5.54 -3.07 0.32 0.00
H 1.92 0.58 5.21 0.00
H -3.82 -1.11 -1.36 -0.01
H 1.98 -2.33 -0.90 0.00
H -4.95 -3.69 1.87 0.00
H 4.25 0.60 0.94 0.00
H -3.58 -0.68 -3.79 0.00
H 3.66 -2.46 -0.36 0.00
H 2.48 1.98 1.56 0.01
H 1.71 -1.37 3.12 0.00
H -4.07 -2.37 -3.61 0.00
H 0.48 -5.05 -1.51 0.00
H 3.62 0.30 2.58 0.00
H -2.63 -3.65 1.14 0.00
H -1.21 7.15 -1.35 0.01
H -4.89 -4.72 0.44 0.00
H -1.58 0.83 -1.06 0.00
H 1.55 -4.14 1.91 0.00
H 0.98 3.76 0.80 0.00
H -0.50 -2.82 -1.77 -0.01
H -1.64 5.15 -5.84 0.00
H 0.30 4.45 3.30 0.00
H -0.69 -3.21 -0.04 0.02
H -2.05 3.70 -3.83 0.00
H -0.03 -0.96 -0.35 0.00
H -3.34 -2.07 0.76 0.03
H 1.96 -3.61 3.54 0.00
H 4.28 -0.32 -1.45 0.00
H 5.99 -0.50 2.24 0.00
H -0.87 -5.62 -0.52 0.00
```

Record 3
Formula: C11H44F4N2O19S4V
Source: the OMol25 dataset
Level of theory: ωB97M-V/def2-TZVPD

E, eV: -133885.1238
Spin multiplicity: 3
Kohn-Sham gap (alpha / beta), eV: 4.55 / 5.44
Maximum force, eV Å⁻¹: 10.5
Charge: +1

Structure (XYZ):
```
85
Properties=species:S:1:pos:R:3:mulliken_spin:R:1
V 1.37 -0.84 -1.43 1.98
S -0.94 -0.64 0.88 0.03
S -0.14 1.46 0.62 0.04
S -1.40 -1.87 -2.90 0.01
S 0.40 -3.32 -3.30 0.00
F -1.42 -0.41 -2.24 0.01
F -0.95 -2.14 0.22 0.01
F 1.74 -3.89 -2.55 0.00
F 0.74 2.22 -0.49 0.01
O -0.06 3.00 -3.27 0.00
O -0.35 -1.05 2.15 0.00
O -2.47 -2.50 -2.12 0.01
O 0.68 -3.13 -4.71 0.00
O 0.64 1.79 1.77 0.00
O 2.08 -2.16 0.05 0.03
O -1.39 2.20 0.48 0.00
O 3.07 0.65 4.63 0.00
O 1.42 -4.64 0.99 0.00
O -2.26 -3.58 3.45 0.00
O -5.24 1.49 -1.91 0.00
O -0.44 -4.45 -2.97 0.00
O -3.82 3.22 -0.28 0.00
O 1.02 0.62 -2.92 -0.03
O -2.34 -0.28 0.72 -0.01
O 3.45 1.06 1.93 0.00
O 2.83 0.71 -0.65 -0.02
O -1.74 -1.45 -4.27 0.00
O -1.64 1.17 3.47 0.00
N 0.09 -0.03 -0.18 -0.09
N 0.24 -2.10 -2.41 -0.01
C -3.29 -3.43 2.52 0.00
C 1.48 0.29 -4.25 0.02
C 0.95 3.94 -3.11 0.00
C 3.84 1.39 -1.41 0.01
C -3.18 3.80 -1.45 0.00
C 1.89 1.44 4.56 0.00
C 3.44 -2.42 0.34 0.00
C 3.86 2.50 2.05 0.00
C -5.10 0.21 -1.30 0.00
C 0.25 -5.45 1.18 0.00
C -2.65 2.13 3.31 0.00
H -2.13 2.97 2.85 0.00
H -2.84 3.10 -2.22 0.00
H -2.08 0.48 3.97 0.00
H 1.65 -2.82 0.61 0.00
H 3.06 0.91 2.79 0.00
H 4.08 2.35 -0.94 0.00
H -6.04 -0.34 -1.27 0.00
H 1.59 3.77 -2.25 0.00
H 1.47 1.44 5.57 0.00
H 4.72 2.72 1.40 0.00
H -3.11 2.40 4.26 0.00
H -4.18 -4.04 2.68 0.00
H 3.01 3.13 1.82 0.00
H -3.40 1.74 2.61 0.00
H 3.62 -2.75 1.36 0.00
H -2.27 -4.43 3.88 0.00
H -3.12 2.79 0.21 0.00
H -0.85 3.25 -3.76 0.00
H 1.52 1.18 -4.89 0.00
H 2.45 -0.21 -4.23 -0.01
H 3.94 -1.46 0.17 0.00
H 0.61 4.95 -2.90 0.00
H 3.11 0.08 5.41 0.00
H 2.07 -5.31 0.74 0.00
H -3.79 4.61 -1.86 0.00
H -2.25 4.23 -1.09 0.00
H -4.44 -0.51 -1.78 0.00
H 0.06 -5.91 0.20 0.00
H 1.16 0.96 3.91 0.00
H -0.59 -4.82 1.45 0.00
H -3.59 -2.42 2.24 0.00
H 0.43 -6.28 1.86 0.00
H 4.24 2.69 3.05 0.00
H -2.98 -3.90 1.58 0.00
H 0.55 1.46 -2.98 0.01
H 3.01 1.01 0.25 0.00
H -4.77 0.38 -0.27 0.00
H 0.74 -0.41 -4.64 0.00
H 1.61 3.77 -3.97 0.00
H -5.08 2.18 -1.27 0.00
H 2.05 2.49 4.34 0.00
H 4.79 0.85 -1.41 0.00
H 3.83 -3.25 -0.25 0.00
H 3.46 1.47 -2.43 0.00
```

Record 4
Formula: C13H25F3O5PS2
Source: the OMol25 dataset
Level of theory: ωB97M-V/def2-TZVPD

E, eV: -63236.6687
Kohn-Sham gap, eV: 5.46
Maximum force, eV Å⁻¹: 1.3
Charge: -1

Structure (XYZ):
```
49
Properties=species:S:1:pos:R:3:lowdin_charge:R:1
S 1.56 4.95 -0.79 0.13
S -2.95 -0.77 3.28 0.58
P 2.16 3.18 -1.43 0.15
F -1.55 -2.05 -0.93 0.13
F -1.03 0.59 -0.01 0.06
F -2.55 -1.09 -2.65 0.13
O 2.70 2.31 -0.14 -0.26
O -3.94 0.25 3.47 -0.28
O 3.60 3.32 -2.17 -0.25
O -1.62 -0.55 3.75 -0.27
O -3.48 -2.13 3.93 -0.27
C -1.40 0.30 -1.27 -0.22
C -4.42 -1.43 6.10 -0.08
C 2.85 0.49 -3.10 -0.21
C 3.97 0.02 -2.16 -0.23
C 3.21 -2.40 -1.81 -0.12
C -2.96 -1.31 1.62 -0.12
C 1.09 2.30 -2.44 -0.39
C -1.33 1.41 -2.28 -0.14
C -3.39 -2.26 5.36 -0.26
C 1.48 0.80 -2.47 -0.26
C 3.60 -1.07 -1.16 -0.28
C -0.36 2.53 -1.91 -0.29
C -1.82 -0.92 -1.57 -0.35
H -0.75 3.44 -2.36 0.08
H 4.09 -2.89 -2.22 0.06
H 4.20 3.73 -1.53 0.06
H -4.26 -0.37 5.96 0.07
H 3.19 1.40 -3.59 0.09
H -5.42 -1.66 5.75 0.08
H 2.73 -0.25 -3.89 0.09
H 2.82 -0.73 -0.47 0.09
H 4.48 -1.25 -0.53 0.10
H -2.70 -0.48 0.97 0.05
H -0.42 2.71 -0.83 0.07
H -3.97 -1.65 1.39 0.08
H -1.08 0.96 -3.24 0.11
H 2.44 -2.28 -2.57 0.06
H -3.54 -3.32 5.55 0.12
H 4.42 0.85 -1.62 0.09
H -4.37 -1.65 7.17 0.08
H -2.37 -2.01 5.68 0.11
H 4.77 -0.40 -2.79 0.10
H 1.41 0.35 -1.47 0.08
H 2.80 -3.07 -1.05 0.06
H 1.93 2.13 0.42 0.05
H 0.74 0.27 -3.08 0.08
H -2.23 -2.11 1.50 0.08
H -2.34 1.83 -2.39 0.12
```